No. 1
Density functional theory data (ωB97M-V/def2-TZVPD) for a gas-phase ion, C9H16N3O3S2 (charge -1) at a distorted geometry.

Structure (ORCA input):
```
! wB97M-V def2-TZVPD RIJCOSX def2/J DEFGRID3
* xyz -1 1
O -1.863 -3.637 0.401
O -2.656 -0.258 -1.165
O 1.512 2.390 -2.967
S 0.458 0.576 2.097
S -1.061 2.887 0.328
C -0.815 -3.137 0.867
C -1.654 -0.288 -0.425
C 1.194 1.669 -1.939
N 2.128 1.260 -1.032
N -0.748 -1.896 1.327
N -0.470 0.279 -0.754
C 0.333 -4.099 1.028
C 3.507 1.659 -1.024
C -1.363 0.293 2.187
C -1.229 2.448 -1.412
C -1.660 -0.740 1.090
C -0.278 1.247 -1.829
H -0.447 1.811 0.820
H 1.885 0.467 -0.335
H -0.036 -1.651 1.961
H 0.116 0.329 0.029
H 0.556 -4.371 2.074
H 0.047 -5.017 0.458
H 1.250 -3.654 0.585
H 3.875 1.742 -1.996
H 4.073 0.928 -0.531
H 3.585 2.594 -0.402
H -1.800 1.241 2.094
H -1.601 -0.075 3.205
H -1.244 3.310 -2.014
H -2.254 2.009 -1.422
H -2.718 -1.147 1.390
H -0.621 0.831 -2.696
*
```

## Properties
SMILES: CNC(=O)[C@H](CS)NC(=O)[C@H](C[S-])NC(C)=O
Calculated total energy, hartree: -1538.96201

***

No. 2
Density functional theory data (ωB97M-V/def2-TZVPD) for a gas-phase ion, C5H4N5 (charge -1) at a distorted geometry.

Structure (ORCA input):
```
! wB97M-V def2-TZVPD RIJCOSX def2/J DEFGRID3
* xyz -1 1
C 0.272 -1.646 1.283
C 0.693 0.769 0.563
C -1.137 -0.704 -1.819
C -1.048 -0.520 -0.516
C 0.208 -0.793 0.111
N 0.034 -2.372 2.145
N 1.605 1.410 -0.122
N 0.171 1.445 1.593
N 1.723 2.517 0.530
N 0.860 2.577 1.535
H -2.094 -0.420 -2.170
H -0.423 -0.877 -2.526
H -1.823 -0.394 0.165
H 0.958 -0.992 -0.772
*
```

## Properties
Calculated total energy, hartree: -466.67154

***

No. 3
Density functional theory data (ωB97M-V/def2-TZVPD) for 2 unconnected molecules or ions with the total composition C2H10N2 at a distorted geometry.

Structure (ORCA input):
```
! wB97M-V def2-TZVPD RIJCOSX def2/J DEFGRID3
* xyz 1 2
C -2.202 0.327 0.047
H -2.200 0.085 1.110
H -3.068 -0.020 -0.522
H -1.403 -0.305 -0.346
H -2.176 1.403 -0.118
N 1.503 -0.097 -1.202
C 1.294 -0.725 0.045
N 0.761 0.094 1.179
H 0.766 -0.062 -1.911
H 1.845 0.860 -1.096
H 0.490 -1.479 -0.028
H 2.200 -1.286 0.319
H 0.612 1.004 0.728
H 1.578 0.202 1.796
*
```

## Properties
Calculated total energy, hartree: -191.33745

***

No. 4
Density functional theory data (ωB97M-V/def2-TZVPD) for C6H6N4O in the gas phase at a distorted geometry.

Structure (ORCA input):
```
! wB97M-V def2-TZVPD RIJCOSX def2/J DEFGRID3
* xyz 0 1
C 0.715 -1.921 0.718
C -1.099 0.505 -2.284
C -0.446 -0.012 -0.400
C -1.424 -1.036 1.946
C 1.544 1.470 -0.239
C -0.061 -0.875 1.175
N 1.382 -2.842 0.528
N -1.397 -0.358 -1.245
N -0.080 1.270 -2.102
N 0.309 0.998 -0.849
O -1.802 -0.375 2.889
H -1.835 0.570 -3.164
H -1.920 -1.941 1.507
H 2.158 0.695 -0.041
H 2.038 2.080 -0.915
H 1.333 1.929 0.649
H 0.584 -0.154 1.828
*
```

## Properties
SMILES: Cn1ncnc1[C@H](C#N)C=O
Calculated total energy, hartree: -526.40134

***

No. 5
Density functional theory data (ωB97M-V/def2-TZVPD) for a molecular structure, CBr3FO2S at a distorted geometry.

Structure (ORCA input):
```
! wB97M-V def2-TZVPD RIJCOSX def2/J DEFGRID3
* xyz 0 1
C 1.586 -0.260 0.250
O -3.503 -0.058 -1.422
O -2.185 1.250 0.221
F 0.436 -0.429 -0.473
S -2.719 -0.004 -0.226
Br 3.004 0.589 -0.931
Br 1.178 0.916 1.708
Br 2.203 -2.003 0.873
*
```

## Properties
Calculated total energy, hartree: -8408.64861

***

No. 6
Density functional theory data (ωB97M-V/def2-TZVPD) for a molecular structure, C44H41CuNOP2Sb.

Structure (ORCA input):
```
! wB97M-V def2-TZVPD RIJCOSX def2/J DEFGRID3
* xyz 0 1
Cu 0.140 0.046 -0.167
O -1.538 -2.053 -2.043
N -2.064 -0.952 -1.399
C -3.062 -1.254 -0.678
C -3.797 -0.222 0.065
C -5.110 -0.539 0.416
C -5.926 0.373 1.061
C -5.429 1.630 1.371
C -4.117 1.946 1.057
C -3.279 1.037 0.412
P -1.526 1.502 0.136
C -1.207 2.749 1.432
C -1.465 4.111 1.287
C -1.174 4.993 2.317
C -0.625 4.524 3.504
C -0.362 3.170 3.656
C -0.645 2.290 2.622
C -1.561 2.496 -1.396
C -0.415 3.218 -1.731
C -0.349 3.921 -2.921
C -1.426 3.900 -3.800
C -2.563 3.175 -3.480
C -2.633 2.477 -2.280
H -0.633 -1.768 -2.268
H -3.406 -2.285 -0.617
H -5.490 -1.522 0.163
H -6.942 0.105 1.319
H -6.053 2.361 1.868
H -3.734 2.917 1.340
H -1.883 4.487 0.361
H -1.373 6.049 2.191
H -0.398 5.215 4.304
H 0.077 2.797 4.573
H -0.406 1.238 2.728
H 0.434 3.224 -1.054
H 0.546 4.478 -3.168
H -1.374 4.444 -4.734
H -3.401 3.150 -4.164
H -3.524 1.911 -2.038
C 2.303 -1.367 6.130
C 2.517 -0.236 5.355
C 2.094 -0.213 4.033
C 1.466 -1.323 3.469
C 1.251 -2.452 4.257
C 1.667 -2.473 5.580
P 0.956 -1.193 1.717
C -0.392 -2.435 1.639
C -1.582 -2.119 2.299
C -2.656 -2.993 2.285
C -2.564 -4.190 1.584
C -1.395 -4.502 0.906
C -0.311 -3.633 0.938
C 2.331 -2.002 0.818
C 3.290 -2.747 1.451
C 4.336 -3.353 0.722
C 4.394 -3.206 -0.633
C 3.428 -2.431 -1.321
C 3.494 -2.268 -2.728
C 2.573 -1.495 -3.369
C 1.561 -0.835 -2.631
C 1.424 -0.955 -1.262
C 2.382 -1.800 -0.601
H 2.627 -1.387 7.162
H 3.009 0.630 5.780
H 2.252 0.672 3.426
H 0.752 -3.316 3.834
H 1.495 -3.355 6.184
H -1.666 -1.179 2.837
H -3.568 -2.736 2.810
H -3.402 -4.874 1.564
H -1.322 -5.428 0.349
H 0.599 -3.886 0.408
H 3.257 -2.884 2.525
H 5.082 -3.936 1.245
H 5.187 -3.676 -1.204
H 4.288 -2.763 -3.276
H 2.626 -1.366 -4.444
H 0.894 -0.172 -3.179
C 5.374 1.140 0.467
Sb 3.285 1.633 0.335
C 3.364 1.944 -1.787
C 3.567 3.707 0.870
H 5.969 1.964 0.071
H 5.567 0.239 -0.116
H 5.655 0.952 1.502
H 4.068 2.743 -2.019
H 2.377 2.186 -2.181
H 3.692 1.015 -2.253
H 4.198 4.204 0.133
H 4.052 3.760 1.845
H 2.610 4.225 0.935
*
```

## Properties
Calculated total energy, hartree: -4394.66451